C13H23CaNO15 | ωB97M-V with the def2-TZVPD basis set

Frontier orbital gap ... 0.1091 Eh
HOMO energy ... -0.1159 hartree
Net charge ... -2

Each line ends with the natural charge from an NBO analysis.
Element x y z (Å)
Ca 3.747 1.301 -2.596  1.856
C -1.084 -4.078 3.892  -0.605
C -1.906 -3.588 2.716  -0.440
C -2.102 -1.989 2.738  -0.214
N -3.047 -1.363 1.693  -0.216
C -2.564 -1.378 0.256  -0.407
C -3.350 0.084 2.242  -0.203
C -4.872 0.373 1.827  -0.423
C -5.377 -0.861 1.258  -0.451
C -4.455 -1.982 1.742  -0.215
H -0.869 -5.144 3.819  0.231
H -1.570 -3.816 4.832  0.199
H -0.119 -3.578 3.979  0.229
H -2.751 -4.253 2.537  0.218
H -1.209 -3.859 1.923  0.227
H -1.194 -1.472 2.430  0.237
H -2.246 -1.570 3.735  0.232
H -1.832 -0.570 0.277  0.235
H -3.288 -1.159 -0.529  0.252
H -2.121 -2.373 0.209  0.233
H -2.679 0.779 1.739  0.250
H -3.299 0.127 3.330  0.229
H -4.935 1.221 1.144  0.248
H -5.402 0.658 2.736  0.221
H -5.573 -0.776 0.189  0.237
H -6.398 -1.026 1.603  0.241
H -4.625 -2.859 1.117  0.236
H -4.599 -2.334 2.763  0.217
O -1.528 6.275 -3.694  -0.721
C -1.519 4.942 -3.624  0.926
O -0.370 4.393 -3.733  -0.854
O -2.542 4.338 -3.426  -0.809
H -2.483 6.356 -3.634  0.465
O 6.503 -3.221 1.489  -0.724
C 5.973 -2.497 0.481  0.912
O 4.777 -2.352 0.369  -0.856
O 6.607 -1.719 -0.163  -0.775
H 5.661 -3.411 1.908  0.475
O 1.942 3.380 4.453  -0.740
C 2.710 3.734 3.507  0.909
O 2.599 3.308 2.334  -0.818
O 3.559 4.581 3.899  -0.845
H 2.541 3.959 4.931  0.495
O -0.122 -0.194 -7.334  -0.722
C 0.777 -1.124 -6.978  0.919
O 1.254 -1.074 -5.875  -0.834
O 1.028 -2.086 -7.715  -0.774
H -0.274 0.126 -6.442  0.476
O 9.455 4.008 -4.987  -0.732
C 8.204 3.600 -4.675  0.924
O 7.705 2.659 -5.265  -0.832
O 7.568 4.165 -3.790  -0.797
H 9.692 3.342 -5.636  0.474